No. 1
Here is a molecular structure, C9H16N2PSYb in a non-equilibrium geometry from OMol25. Energies are from wB97M-V/def2-TZVPD.

Properties
* ΔE to the lowest compared entry with this formula, charge and spin: 0.00 kJ/mol
* <S²>: 0.757

The geometry in ORCA input format:
```
! RIJCOSX wB97M-V def2-TZVPD def2/J DEFGRID3
* xyz 0 2
N 0.169 -0.940 2.018
C -0.157 -0.408 4.398
H -1.599 1.242 4.335
C -0.659 1.406 -4.527
S 0.566 1.013 0.205
C 0.717 -0.193 -3.643
Yb -0.780 0.979 -2.310
N -0.530 1.213 2.556
H 1.127 -1.252 -3.698
P 0.069 -1.694 -1.464
H 2.143 1.454 -2.668
H -0.676 -2.669 -0.735
H -0.806 -0.684 5.236
C -0.100 -1.489 3.364
H -0.420 2.177 2.226
H -1.459 1.847 -5.106
H 0.384 3.140 -3.643
H 0.857 -0.308 4.788
H 0.071 1.791 4.468
H 0.319 -2.729 -2.395
C 1.281 1.088 -3.321
C 0.414 2.065 -3.872
C -0.476 0.040 -4.384
H 0.307 -1.604 1.239
H 1.408 -1.894 -0.983
C -0.567 1.015 4.009
C -0.001 0.351 1.656
H 0.663 -2.219 3.641
H -1.217 -0.705 -4.676
H -1.048 -2.031 3.284
*
```

---

No. 2
Here is a gas-phase ion, C2H6N4 (charge +2) in a non-equilibrium geometry from OMol25. Energies are from wB97M-V/def2-TZVPD.

Properties
* ΔE to the lowest compared entry with this formula, charge and spin: 385.97 kJ/mol
* SMILES string: [H]/N=[NH+]/C(N)=C=[NH2+]

The geometry in ORCA input format:
```
! RIJCOSX wB97M-V def2-TZVPD def2/J DEFGRID3
* xyz 2 1
C -0.726 0.892 0.265
H -1.872 2.323 1.176
H 2.188 -0.559 -0.008
H -0.223 -1.850 -1.059
H -2.015 2.269 -0.457
H -0.281 -3.168 0.799
H 1.810 1.004 -0.374
N 1.523 0.091 -0.388
N -1.648 1.765 0.345
N -0.243 -2.187 0.969
C 0.165 -0.042 0.030
N -0.181 -1.450 -0.057
*
```

---

No. 3
Here is 2 unconnected molecules or ions with the total composition C2H3N3O2S in a non-equilibrium geometry from OMol25. Energies are from wB97M-V/def2-TZVPD.

Properties
* ΔE to the lowest compared entry with this formula, charge and spin: 925.47 kJ/mol

The geometry in ORCA input format:
```
! RIJCOSX wB97M-V def2-TZVPD def2/J DEFGRID3
* xyz 0 1
O 1.893 -0.046 1.043
N 1.212 -0.363 -0.225
S 1.867 0.706 -1.330
H -1.154 0.630 2.076
C -0.248 -0.269 0.058
N -1.140 -0.523 -0.806
H 2.258 -0.170 -2.475
C -0.318 0.129 1.518
H -2.898 0.406 -1.488
O -2.334 -0.707 -0.386
N 0.861 0.207 2.015
*
```

---

No. 4
Here is 27 unconnected molecules or ions with the total composition C20H84N3O32PS in a non-equilibrium geometry from OMol25. Energies are from wB97M-V/def2-TZVPD.

Properties
* DFT total energy: -4123.3685 Eh

The geometry in ORCA input format:
```
! RIJCOSX wB97M-V def2-TZVPD def2/J DEFGRID3
* xyz 0 1
C -4.512 -3.220 2.769
H 0.904 -2.468 -4.869
H -4.269 2.030 -9.672
O 0.613 -3.211 0.925
H 1.210 2.786 -7.900
H 5.848 -2.663 -0.068
H 3.638 1.428 4.677
H 2.574 5.428 3.929
H 1.290 -6.685 -4.937
H -0.948 3.370 4.065
H -7.098 1.325 -5.054
H -4.816 -0.868 5.828
H -9.779 0.303 -3.876
H -2.075 -3.523 5.037
C 0.786 4.145 2.706
H 2.504 3.983 -3.172
O 8.917 -1.081 3.066
O -5.106 -0.706 4.918
H 4.622 -1.904 0.434
O -7.749 -3.587 3.916
H -9.911 0.395 -5.394
O -4.841 -0.312 -2.650
O 4.924 -2.793 0.191
H 9.699 -0.944 2.512
O 2.389 1.293 -6.875
H -2.041 5.131 6.394
O 5.433 -0.399 -1.115
O 0.833 -6.131 -4.286
O 5.271 -5.410 -0.987
H 8.014 0.188 8.719
H -3.852 -0.969 -6.759
H 1.272 -5.271 -4.360
H 2.175 0.349 -6.834
C 2.079 5.185 2.873
C -0.433 0.677 2.234
H -1.127 2.048 -1.688
H -7.118 -2.978 4.329
O 0.088 3.160 -4.050
H -3.923 -2.820 0.603
H 1.081 -2.469 -3.352
H -5.308 -4.071 2.604
C -0.900 1.225 0.763
P 0.987 2.266 -2.803
C 0.249 0.963 -0.439
H 4.792 -0.205 -1.815
C 1.798 1.069 0.153
O 2.355 -0.605 3.659
H 0.120 3.127 -8.913
O -9.270 0.201 -4.694
H 2.429 6.250 -0.860
C -2.598 -0.584 0.660
H 6.196 -5.280 -1.247
H 0.564 1.140 2.649
H -5.316 0.412 -6.004
H 4.343 -7.396 1.845
H 5.184 0.585 4.005
O 1.365 -2.932 -4.154
H 10.015 -1.409 -0.376
H -4.006 -0.702 -2.949
O 0.570 -0.948 -6.498
O -2.253 0.779 0.339
H -3.840 4.154 -0.665
H 2.403 1.570 -5.946
H 9.574 -2.387 0.710
C -4.527 -2.222 1.427
H 0.742 3.809 -4.453
H 4.408 2.085 2.981
H -1.960 3.050 1.877
O -1.879 -3.165 4.158
C -0.604 -0.668 -2.008
H 3.623 6.745 1.633
C -3.805 -0.762 1.805
C 3.273 -0.011 2.894
H 0.797 2.488 4.345
O 0.822 3.531 -8.381
O -3.583 2.224 -9.016
H 1.557 -3.319 0.736
H 4.970 -4.521 -0.744
H 0.307 4.518 -1.115
C -1.195 2.860 0.979
H 0.516 4.244 4.967
O -6.884 2.269 -5.095
C 2.740 5.978 1.578
H -3.378 -0.909 2.892
H -5.627 -2.096 1.043
O 7.723 0.350 7.809
H -6.077 -7.299 4.455
H -3.457 -3.769 2.846
O -3.416 -0.677 -5.945
H 8.150 -0.350 4.812
H -0.223 -0.498 2.180
N -1.451 0.834 3.342
H 1.625 -1.075 1.204
C 4.195 1.156 3.659
O 1.609 1.015 -3.575
H -4.281 3.176 0.422
C 0.076 3.814 1.227
H -4.690 -2.632 3.767
C 0.216 3.490 4.091
H 4.924 -0.297 -0.296
H -4.583 0.126 1.762
H 7.061 -0.385 5.881
O 4.693 -6.502 1.720
O 9.924 -1.492 0.585
H -7.463 -4.461 4.219
H 1.916 1.763 1.082
O 2.374 3.299 -2.438
O -6.466 -6.553 3.973
H 0.828 -0.551 -5.652
H -6.870 2.546 -4.167
H -1.572 4.016 7.327
C 0.780 4.665 -0.029
H 8.240 -0.519 2.660
S -1.576 -0.634 -3.440
H -1.702 -1.337 0.832
N 0.204 -0.503 -0.927
O -5.606 0.575 -6.914
H -2.348 1.256 3.030
C 2.401 -0.414 0.642
H 2.725 -1.015 -0.329
H -4.578 0.282 -1.931
H -3.125 -1.018 -0.325
O -1.863 4.178 6.417
N -0.109 1.941 -1.502
O -3.931 4.070 0.296
O 7.257 -0.027 5.003
H -5.284 0.247 4.896
H 2.591 1.433 -0.631
H -2.472 -0.786 -6.133
H -3.687 1.525 -8.354
C 2.041 5.695 0.123
H -0.986 -3.488 3.967
H -1.576 -0.037 3.903
H 7.545 1.302 7.787
H 4.784 -6.418 0.759
H 0.176 -3.503 0.110
H -1.780 3.279 0.025
H -5.784 1.527 -6.937
H 0.141 -0.222 -6.975
H -7.168 -6.958 3.442
O 3.594 -0.305 1.493
*
```

---

No. 5
Here is C4H6N2O2 in the gas phase in a non-equilibrium geometry from OMol25. Energies are from wB97M-V/def2-TZVPD.

Properties
* ΔE to the lowest compared entry with this formula, charge and spin: 606.73 kJ/mol
* SMILES string: COc1oncc1N

The geometry in ORCA input format:
```
! RIJCOSX wB97M-V def2-TZVPD def2/J DEFGRID3
* xyz 0 1
H 1.776 -0.034 1.050
H -0.550 2.188 0.530
N -2.347 -1.047 0.157
H -2.569 1.020 0.038
H 1.586 0.324 -0.637
H -0.173 2.013 -0.827
O 1.011 -1.712 -0.101
C -1.969 0.196 -0.120
O -1.235 -1.886 -0.026
H 3.063 -0.810 0.020
C 2.000 -0.606 0.057
C -0.190 -1.159 -0.069
N 0.229 1.378 0.055
C -0.632 0.134 -0.128
*
```

---

No. 6
Here is C4H8O2 in the gas phase from OMol25. Energies are from wB97M-V/def2-TZVPD.

Properties
* ΔE to the lowest compared entry with this formula, charge and spin: 142.50 kJ/mol
* SMILES string: O/C=C\CCO

The geometry in ORCA input format:
```
! RIJCOSX wB97M-V def2-TZVPD def2/J DEFGRID3
* xyz 0 1
H -1.190 -0.097 -1.515
C 0.170 -0.852 1.008
O -0.480 0.558 -1.569
C -0.439 1.287 -0.341
H -0.064 -1.448 1.888
O 1.674 -0.921 -0.917
H -0.423 1.051 1.766
H -1.197 2.082 -0.362
H 1.043 -0.301 -1.337
H 0.545 1.766 -0.326
H -1.709 0.170 0.983
H 1.625 -2.283 0.563
C 1.143 -1.362 0.243
C -0.640 0.418 0.894
*
```

---

No. 7
Here is a molecular structure, C6H8LiLuO6 in a non-equilibrium geometry from OMol25. Energies are from wB97M-V/def2-TZVPD.

Properties
* ΔE to the lowest compared entry with this formula, charge and spin: 16.18 kJ/mol

The geometry in ORCA input format:
```
! RIJCOSX wB97M-V def2-TZVPD def2/J DEFGRID3
* xyz 2 1
C 2.463 -1.553 0.171
H 3.053 0.542 0.190
H 3.655 -0.404 -1.213
Li -0.013 -2.660 0.150
C -1.395 -0.367 -0.589
O 0.883 1.405 0.245
C 2.807 -0.242 -0.539
Lu 0.553 0.075 1.802
C 0.708 0.887 -0.891
O -1.254 -1.573 -0.788
H -3.899 1.534 -0.547
O 1.712 0.165 -1.391
H -3.144 0.716 1.622
H -1.913 2.002 1.444
C -2.362 1.122 0.972
H -2.288 2.304 -0.849
O -2.401 0.276 -1.194
C -2.815 1.428 -0.450
O 1.257 -1.516 0.885
O -1.403 0.059 0.786
H 2.481 -2.331 -0.614
H 3.315 -1.870 0.796
*
```

---

No. 8
Here is C4H4F2O2 in the gas phase in a non-equilibrium geometry from OMol25. Energies are from wB97M-V/def2-TZVPD.

Properties
* ΔE to the lowest compared entry with this formula, charge and spin: 100.76 kJ/mol
* SMILES string: C/C(F)=C(/F)C(=O)O

The geometry in ORCA input format:
```
! RIJCOSX wB97M-V def2-TZVPD def2/J DEFGRID3
* xyz 0 1
H -1.311 1.526 1.080
C -1.285 1.030 0.066
C 0.124 -0.940 0.083
C 1.436 -0.163 0.087
F 0.335 -2.315 -0.084
H -2.379 1.171 -0.430
H 3.213 -0.221 -0.134
O 2.511 -0.965 0.103
F -2.215 -1.223 -0.014
O 1.412 1.023 -0.138
H -0.737 1.534 -0.688
C -1.105 -0.457 0.068
*
```